{"formula": "C14H42K3O18P", "method": "ωB97M-V/def2-TZVPD", "species": ["O", "C", "O", "H", "H", "H", "H", "H", "O", "K", "H", "O", "H", "H", "H", "O", "C", "O", "O", "C", "H", "H", "K", "H", "H", "C", "O", "O", "H", "H", "C", "H", "H", "H", "C", "C", "H", "H", "O", "H", "H", "O", "O", "H", "O", "O", "H", "C", "H", "H", "H", "H", "H", "H", "H", "O", "H", "H", "H", "C", "C", "K", "P", "H", "H", "C", "C", "H", "C", "C", "H", "H", "H", "O", "H", "O", "H", "O"], "xyz": [[-3.229381, -1.452773, 2.404183], [-3.584883, 0.868353, -3.821745], [1.947291, -2.076746, -2.598616], [2.687830, 3.553909, 2.692979], [2.305821, 1.525085, 3.689196], [1.748123, -0.521850, 1.483282], [1.689229, 4.469885, 3.801768], [1.884122, 5.319094, -1.442109], [-1.133162, -3.616230, -0.549522], [-0.759679, 3.384098, 0.321435], [-3.793197, 1.855836, -6.791001], [-2.194751, 0.853051, -3.570900], [0.035845, -4.770202, -1.282530], [-3.071504, 1.257188, 1.787532], [2.130136, 3.709324, -3.404531], [0.299163, -2.847334, 2.008927], [-0.050993, -4.171041, 1.593136], [0.722685, -5.318913, -1.710681], [0.341065, 3.270939, -2.440289], [2.042375, -3.270642, -1.763881], [0.891038, -4.084682, -3.352083], [4.133242, 1.130790, 1.595284], [-0.330291, -0.483088, 3.268133], [3.235080, 3.889136, 5.463426], [-1.864905, -5.086293, 0.727042], [-4.475791, -0.844953, 2.725172], [2.012360, 3.864143, -0.023801], [-3.945824, 1.473455, 2.192385], [2.238958, 2.390390, -2.237220], [-1.953635, 1.323238, -2.753642], [-1.343427, -4.125986, 0.784245], [3.558872, -1.609238, 0.456710], [2.002631, 0.816235, 0.460525], [1.352772, 2.275175, 5.052108], [2.360191, 3.606110, 3.735126], [2.292650, 4.312182, -1.352857], [0.096297, -2.320784, 1.197036], [4.795074, 0.380805, 0.097578], [-0.650618, 1.120245, -1.096714], [3.379990, 4.382780, -1.538670], [-2.697098, -0.788736, 1.888115], [2.850282, 0.861941, -0.055636], [3.520480, 3.724208, 4.558567], [-4.909132, 0.598282, -5.432467], [-1.695118, 0.386738, 1.146788], [0.667166, 0.913171, 1.061397], [-5.813254, 0.660705, 2.240567], [3.638003, -0.941812, 1.332489], [-4.848928, 0.142289, 0.856046], [4.430830, -1.282579, 1.998507], [1.506748, -2.985690, -0.849387], [2.308259, 2.932886, -0.018031], [0.058543, 2.396557, -2.090004], [-5.226276, -1.618622, 2.543216], [0.760560, -4.615888, 1.007736], [0.465390, 2.259343, 3.219852], [2.196561, -1.321009, -2.047048], [3.082981, -3.421833, -1.451587], [-2.070213, -3.479197, 1.298118], [1.472266, -4.469280, -2.491509], [1.776698, 3.374948, -2.423278], [-0.826166, -1.394745, -2.549498], [-0.480407, 0.289194, 0.185983], [2.281361, -5.046812, -2.939232], [-0.223725, -4.812101, 2.463763], [3.942116, 0.426107, 0.774731], [-3.823437, 0.595006, -5.278301], [-4.042829, 1.819443, -3.541916], [1.623092, 2.321843, 3.994977], [-4.803470, 0.374580, 1.927818], [-3.434829, -0.392977, -5.550923], [0.673051, 1.750315, 2.380704], [-4.460657, -0.555267, 3.778916], [-3.210257, 1.607989, -6.071728], [-0.731621, -2.714339, -0.411765], [-0.115479, -1.180482, -0.091037], [-4.072762, 0.063485, -3.245803], [2.430477, -0.908350, 2.074449]], "forces_ev_per_angstrom": [[0.561, 0.628, -0.313], [0.010, -0.281, 0.380], [0.009, -0.449, -0.042], [0.246, 0.263, 0.100], [0.037, -0.333, 0.529], [0.301, -0.293, 0.401], [0.039, -0.008, 0.239], [-0.132, -0.041, -0.049], [0.264, 0.294, 0.294], [0.224, -0.012, 0.142], [-0.060, -0.079, -0.041], [0.384, -0.076, 0.149], [-0.039, -0.187, -0.034], [-0.366, 0.006, 0.131], [-0.144, 0.097, 0.069], [-0.488, -0.573, -0.550], [-0.541, -0.084, 0.111], [-0.467, -0.458, 0.791], [0.438, 0.068, 0.234], [0.274, 1.529, 0.659], [0.016, 0.042, 0.124], [0.002, 0.055, -0.135], [-0.037, -0.227, 0.181], [0.009, -0.011, -0.061], [0.493, -0.121, -0.327], [0.500, -0.686, 0.180], [-0.005, -0.397, -0.527], [0.285, -0.200, -0.247], [-0.236, 0.133, -0.066], [-0.137, -0.219, -0.076], [-0.576, 0.139, 0.178], [-0.044, -0.198, 0.364], [-0.162, 0.367, -0.162], [0.063, -0.308, 0.124], [0.404, 0.248, -0.360], [0.400, 0.125, -0.179], [0.587, 0.451, 0.579], [0.280, 0.034, 0.257], [-0.248, -0.537, -0.025], [-0.182, 0.076, 0.309], [-0.196, -0.500, 0.050], [1.303, 0.044, -0.078], [-0.265, 0.107, -0.208], [0.068, -0.166, -0.011], [-0.011, -0.005, -0.790], [-0.253, -0.122, -0.321], [0.044, 0.185, -0.126], [-0.190, 0.074, -0.293], [0.136, 0.012, -0.005], [-0.003, -0.076, -0.046], [-0.171, -0.686, -0.017], [0.013, -0.001, 0.305], [0.366, 0.136, -0.052], [-0.253, 0.159, 0.214], [-0.039, -0.011, -0.031], [-0.692, -0.296, -0.519], [0.070, -0.103, -0.001], [-0.044, -0.063, -0.242], [0.279, 0.096, 0.008], [0.337, 0.558, -1.216], [-0.563, -0.514, 0.170], [0.048, 0.201, -0.374], [-0.501, 0.488, 1.211], [0.027, -0.071, 0.039], [0.127, 0.255, 0.083], [-0.435, 0.335, -0.591], [-0.271, 0.371, -0.375], [0.086, 0.069, -0.012], [0.395, 0.162, 0.051], [-0.397, 0.470, -0.136], [0.046, 0.054, -0.009], [-0.365, 0.375, 0.156], [-0.203, -0.104, 0.144], [0.059, -0.116, 0.194], [-0.414, -0.368, 0.011], [0.004, 0.010, -0.346], [-0.101, 0.193, -0.036], [-0.003, 0.064, -0.131]], "multiplicity": 1, "e_above_lowest_kj_mol": 0.0, "orbital_gap_ev": 9.26, "mol_weight_g_mol": 646.74}